1.
A single C5H8N2 molecule. Source: the Open Molecules 2025 dataset; level of theory: ωB97M-V with the def2-TZVPD basis set.

- Energy relative to the best compared isomer or geometry (same formula, charge and spin): 93.2 kcal per mole

XYZ file:
```
15
Properties=species:S:1:pos:R:3:forces:R:3:lowdin_charge:R:1
C -1.0523 -1.9968 -0.7419 -0.28 -0.02 -0.33 0.040
N -0.7393 -0.7444 -0.9388 0.04 -0.49 0.10 -0.254
C 0.3720 -0.2632 -1.5763 0.10 -0.21 0.07 -0.148
C 1.0684 0.1811 -0.3242 0.15 0.19 0.10 -0.146
C -0.1129 0.7631 0.4081 -0.10 -0.07 0.09 -0.350
C -0.0369 1.7725 1.4966 -0.06 0.02 0.02 -0.024
N -1.2044 0.1978 0.0483 0.31 0.12 0.21 0.161
H -0.4012 -2.7326 -1.1938 -0.28 -0.01 -0.06 0.074
H -1.9216 -2.2517 -0.1587 -0.13 0.08 -0.15 0.066
H 1.2054 -0.7743 0.2652 0.50 0.36 0.01 0.133
H 0.8290 -0.9731 -2.2605 -0.04 -0.02 0.15 0.084
H 1.9967 0.7474 -0.3503 -0.19 0.14 -0.07 0.108
H 0.3682 2.7171 1.1173 -0.06 -0.14 0.02 0.087
H 0.6491 1.4106 2.2713 -0.09 0.07 -0.10 0.088
H -1.0202 1.9467 1.9376 0.12 -0.02 -0.07 0.081
```
Positions in Å, forces in eV/Å.

---

2.
A single CHNO3S3 molecule at a distorted geometry. Source: the Open Molecules 2025 dataset; level of theory: ωB97M-V with the def2-TZVPD basis set.

- Energy relative to the best compared isomer or geometry (same formula, charge and spin): 66.4 kcal per mole

XYZ file:
```
9
Properties=species:S:1:pos:R:3:forces:R:3:lowdin_charge:R:1
C -0.8601 0.5118 -0.1601 -1.55 0.76 -1.63 -1.456
N 1.0365 -0.0547 0.7731 0.36 -1.50 -0.28 -0.133
O -0.5669 -0.5251 -0.9334 2.37 -2.77 -0.94 -0.306
O 1.3617 -2.4304 -0.2135 -0.87 1.51 -0.24 -0.413
O 0.2003 1.0299 0.4193 3.57 1.76 1.30 -0.170
S -2.3228 0.5106 0.6702 -2.53 0.17 1.07 0.687
S -1.9527 1.7880 -0.9884 0.27 -0.46 0.73 0.597
S 1.1313 -1.0740 -0.6959 -0.47 0.21 0.70 1.061
H 1.9726 0.2438 1.1288 -1.15 0.33 -0.71 0.132
```
Positions in Å, forces in eV/Å.

---

3.
A molecular structure, C4H2MnO6 at a distorted geometry. Source: the Open Molecules 2025 dataset; level of theory: ωB97M-V with the def2-TZVPD basis set.

- Total charge: +2
- ⟨S²⟩: 8.752
- E_tot: -1755.15825 Ha
- Multiplicity: 6

XYZ file:
```
13
Properties=species:S:1:pos:R:3:forces:R:3:lowdin_spin:R:1
O 2.8585 1.1728 0.3304 -0.07 0.37 0.18 0.074
C 2.0669 0.4214 -0.2332 -1.63 0.60 0.14 0.027
O 2.3456 -0.5381 -0.9579 -0.28 -0.73 -0.53 0.074
O 0.6787 0.6891 0.0518 -0.56 -0.26 0.31 0.002
Mn 4.2368 0.0031 -0.5805 1.93 -0.16 -0.27 4.820
H 0.1200 -1.1793 -0.5776 -0.24 0.42 -0.49 0.000
O -2.6371 -1.0038 0.1617 1.25 -2.80 1.35 0.000
O -2.1109 0.8288 0.7993 0.09 2.93 1.93 0.000
O -2.2639 0.5231 -1.4009 -2.96 0.54 0.01 0.000
C -0.1864 -0.2357 -0.0978 1.20 -1.32 0.59 0.002
C -1.3120 -0.2708 0.9138 -5.47 0.32 -1.69 0.000
C -2.7543 0.2140 -0.3284 6.68 0.21 -1.31 0.000
H -1.0419 -0.6247 1.9193 0.05 -0.12 -0.23 0.000
```
Positions in Å, forces in eV/Å.

---

4.
A molecular structure, C5H36NO15 at a distorted geometry. Source: the Open Molecules 2025 dataset; level of theory: ωB97M-V with the def2-TZVPD basis set.

- ⟨S²⟩: 0.756
- Energy relative to the best compared isomer or geometry (same formula, charge and spin): 128.4 kcal per mole
- Multiplicity: 2

XYZ file:
```
57
Properties=species:S:1:pos:R:3:forces:R:3:lowdin_spin:R:1
O -0.9074 1.3299 -0.8738 -0.29 -0.62 0.15 0.108
C -0.0259 0.5401 -0.8301 -0.70 0.80 -0.42 0.085
C -0.1533 -0.8532 -0.1368 0.08 -2.69 -0.22 0.096
C 0.7962 -1.8759 -0.8786 -0.79 2.14 -0.05 0.050
C 0.3690 -2.0810 -2.3163 1.34 -0.51 -0.73 0.004
N -1.3960 -1.4878 -0.0736 -1.56 3.27 -0.26 0.461
C -2.4519 -0.8142 0.7616 -0.68 -1.09 0.45 0.015
O -3.2148 0.0736 -0.0176 0.41 -0.66 0.63 0.077
H 0.9532 0.7996 -1.2503 0.29 -0.47 0.14 0.025
H 0.1037 -0.6769 0.9021 0.13 0.35 -0.19 0.009
H 1.7087 -1.2789 -0.8366 0.63 -0.75 -0.03 0.006
H 0.8190 -2.7844 -0.2895 -0.13 1.46 -0.68 0.000
H -0.1813 -2.9845 -2.5342 -0.64 -0.08 0.35 0.000
H -0.0930 -1.2312 -2.7872 -0.56 0.42 -0.03 0.002
H 1.2706 -2.2367 -2.9172 0.10 0.04 0.11 0.002
H -1.8573 -1.7038 -0.9734 0.74 -0.60 -0.14 0.010
H -3.1008 -1.6231 1.0385 -0.48 -0.20 0.20 0.003
H -2.0705 -0.3383 1.6581 0.63 0.06 -0.12 0.000
H -1.7152 3.6997 -2.6472 -0.23 -0.16 0.21 0.000
H -2.1365 2.8170 -1.4772 0.62 -0.27 0.45 0.000
O -2.4830 3.3765 -2.1550 -0.52 0.64 -0.84 0.001
H 2.0065 2.6972 1.4533 0.11 -0.47 -0.34 0.000
H -0.8323 3.0644 1.4701 0.74 -0.29 0.44 0.000
O 2.1472 1.8345 1.0147 -0.40 0.43 -0.10 0.001
H 0.4526 1.1527 1.4758 -0.46 0.76 0.06 0.000
H 0.3172 1.6837 2.7612 -0.38 0.41 0.95 0.000
O -0.2987 1.3545 2.1028 0.73 -1.43 -0.68 0.000
H 0.3948 3.3329 -2.6276 0.53 0.16 -0.17 0.000
H 1.7001 2.8692 -3.2258 0.16 0.26 -0.10 0.000
O 0.9149 3.3796 -3.4547 -0.39 -0.39 0.08 0.000
H -2.6847 -3.6454 1.9351 0.63 0.20 -0.29 0.000
H -2.0049 -3.5323 0.4854 0.64 0.15 0.65 0.002
O -2.6356 -3.9864 1.0375 -1.32 -0.78 -0.20 0.013
H -2.7227 0.8926 -0.0291 0.19 0.73 -0.33 0.001
H -0.9517 4.4940 1.2875 0.31 0.74 0.04 0.000
O -0.3409 3.8712 1.6910 -1.04 0.34 0.22 0.000
H 0.9727 3.1001 -0.2616 -0.40 -0.02 -0.11 0.000
H 0.6309 4.4853 -0.7522 -0.22 -0.25 -0.09 0.000
O 0.2985 3.5739 -0.7993 0.89 0.40 -0.12 0.002
H 3.2063 1.9449 -0.4060 0.13 0.09 -0.55 0.000
H 2.7272 1.4221 -1.7308 0.12 -0.14 -0.34 0.001
O 3.4729 1.9072 -1.3738 -0.26 0.01 0.81 0.002
H 3.3871 0.0821 3.0085 0.21 -0.20 0.39 0.000
H 2.4859 0.9972 2.2272 -0.53 0.25 -0.36 0.000
O 2.4604 0.3363 3.0055 0.45 -0.19 -0.06 0.000
H 0.1191 -4.2413 2.3359 -0.29 -0.51 -0.08 0.000
H 0.4841 -2.7436 2.1285 -1.38 -1.40 -0.12 0.000
O 0.2665 -3.5695 1.6734 -5.10 -4.27 -0.34 0.021
H 1.2999 -0.9138 2.0352 -0.08 -0.21 0.15 0.000
H 1.6268 -1.6780 3.1510 -0.07 -0.50 0.57 0.000
O 1.0896 -1.8218 2.3595 4.29 7.41 2.29 0.002
H 2.1420 -3.0551 1.0697 -0.28 -0.91 -0.47 0.000
H 1.1898 -3.9329 0.1830 1.01 -0.85 1.22 0.000
O 2.0891 -3.8624 0.5282 3.29 -0.68 -1.55 0.003
H -3.2279 -0.6425 -1.5455 -0.80 0.81 -0.82 0.000
H -3.4229 -0.5324 -3.1561 -0.11 0.16 0.48 0.000
O -2.9933 -0.9844 -2.4230 0.69 -0.86 -0.14 0.001
```
Positions in Å, forces in eV/Å.